[1]
DFT (ωB97M-V/def2-TZVPD) results for an isolated ion of composition C8H13N2OS and charge +1 in a non-equilibrium geometry.

The geometry in XYZ format:
```
25
Properties=species:S:1:pos:R:3:forces:R:3
C -1.44665 1.43178 -1.47452 -0.548 -0.966 2.614
C 1.66456 -0.64239 -0.07157 0.079 1.038 0.309
C 0.48889 -0.02651 0.24800 0.532 0.365 -1.380
C 2.95779 0.19222 -0.28756 -0.376 -1.296 -0.373
C -2.02319 1.46078 -0.08014 -0.230 3.196 0.628
C -0.82194 -0.65597 0.08502 3.377 1.257 0.291
C 4.13498 -0.74215 -0.51674 -1.525 -1.937 2.027
C -2.48081 -0.04878 1.93218 -1.792 -2.575 -1.653
N -0.87552 0.51809 -2.02980 0.846 -2.572 -0.296
N -1.96303 0.11628 0.50777 -4.098 -2.409 -1.929
O 2.99809 1.39380 -0.41717 -0.460 -0.732 0.457
S -1.13758 -2.34316 -0.06925 -0.119 -0.662 -0.076
H -1.56537 2.29593 -1.96598 -0.555 3.605 -2.059
H 1.79962 -1.70856 -0.27420 -0.330 0.292 0.295
H 0.63116 1.11376 0.20215 -0.637 -1.655 0.567
H -1.44954 2.23766 0.57345 -0.914 -1.458 -1.064
H -3.09087 1.89719 -0.21729 1.522 -1.185 0.791
H 4.30097 -1.49386 0.38222 -0.329 1.746 -1.555
H 4.97393 -0.15988 -0.69900 1.749 0.709 -0.434
H 3.86690 -1.41736 -1.34192 0.250 0.354 -0.054
H -3.43588 0.41003 2.05945 -0.431 0.945 -0.286
H -2.72925 -1.12528 2.20822 1.074 1.138 -0.738
H -1.75262 0.36559 2.48225 2.363 1.302 2.590
H -2.68142 -0.43341 -0.08966 0.710 1.085 1.080
H -0.36322 -2.63580 -1.14590 -0.159 0.414 0.250
```
Forces are in eV/Å.

## Properties
* HOMO (spin up / spin down): -0.451 / -0.475 Ha
* HOMO-LUMO gap (spin up / spin down): 7.80 / 7.70 eV
* net charge: +1

Mulliken population analysis, charges in e, atoms 1 to 4: number 1, C, carries -0.110; number 2, C, carries -0.940; number 3, C, carries 0.579; number 4, C, carries 0.800

[2]
DFT (ωB97M-V/def2-TZVPD) results for one molecule with the formula C8H13N3 in a non-equilibrium geometry.

The geometry in XYZ format:
```
24
Properties=species:S:1:pos:R:3:forces:R:3
C -0.90651 0.17695 3.02305 1.767 0.598 -1.474
C -0.37655 0.80022 1.70270 0.275 -2.461 3.629
C 0.29167 1.00500 -0.31665 1.145 1.138 -0.295
C 0.45362 0.79543 -1.90886 -0.178 -1.618 2.926
C 1.08895 -0.58396 -2.34310 -1.569 -0.524 0.314
C 0.10532 -1.82095 -2.07354 0.283 -1.719 -0.772
C -0.76945 -1.96737 -0.79133 -0.761 1.847 1.381
C -0.06371 -1.39959 0.50674 0.802 -1.609 -1.212
H -1.57327 -0.69969 2.72273 0.237 1.616 1.035
H 0.08419 -0.30898 3.34415 -1.670 0.697 0.710
H -1.27197 1.11876 3.62857 0.507 -2.592 -0.828
H -0.58362 0.82877 -2.27042 0.301 -0.111 -0.197
H 0.98001 1.62754 -2.33035 0.355 0.485 0.075
H 1.20966 -0.46747 -3.42846 -0.014 -0.381 0.199
H 2.07393 -0.92207 -1.96607 -0.432 1.054 0.234
H 0.70405 -2.77772 -1.94722 0.063 1.264 -0.370
H -0.44855 -2.09779 -3.02088 0.101 0.719 1.105
H -1.76868 -1.42284 -0.66588 1.008 -0.664 -1.205
H -0.98742 -3.05202 -0.58621 0.287 1.055 -0.315
H -0.63919 -1.84027 1.30424 0.201 0.077 0.604
H 0.97475 -1.77089 0.51423 -0.358 -0.299 0.301
N -0.01511 2.01637 1.58416 -1.598 1.555 0.062
N 0.28576 2.21661 0.28518 0.912 -2.264 -2.481
N 0.05879 0.01707 0.68888 -1.664 2.136 -3.428
```
Forces are in eV/Å.

## Properties
* HOMO: -0.320 Ha
* HOMO-LUMO gap: 9.41 eV

Mulliken population analysis, charges in e, atoms 1 to 4: number 1, C, carries -0.988; number 2, C, carries 0.674; number 3, C, carries 0.266; number 4, C, carries -0.618

[3]
DFT (ωB97M-V/def2-TZVPD) results for one molecule with the formula C8H13N3O2 in a non-equilibrium geometry.

The geometry in XYZ format:
```
26
Properties=species:S:1:pos:R:3:forces:R:3
C 0.62114 -1.28991 -0.80903 -1.780 -0.293 -0.433
C 1.88609 -1.71327 -0.74324 0.289 -0.164 -1.139
C -0.05931 -0.18557 0.20245 1.306 -0.121 -3.793
C 2.86638 -1.06125 0.27213 0.685 -4.144 -3.372
C 0.91150 0.15936 1.29203 -0.624 1.174 1.435
C 2.35681 0.14998 0.87169 1.018 2.924 0.822
C -3.47060 -0.67898 0.13850 0.022 1.254 0.038
C -1.16567 1.84072 -0.37546 -0.390 0.339 3.573
N -0.26476 1.03233 -0.64507 1.194 -2.590 -0.938
N -1.54087 2.81508 -1.17520 -0.549 1.566 -2.285
N -2.30382 -1.22304 -0.04555 -2.293 3.208 1.046
O -2.10706 -2.10701 -0.79178 2.078 -2.914 -1.563
O -1.28914 -0.56536 0.78857 -0.082 -1.338 0.664
H -0.05492 -1.73180 -1.62573 1.030 0.906 1.593
H 2.25158 -2.57989 -1.50896 -0.784 2.337 2.017
H 2.96909 -1.94384 0.92724 0.457 0.743 0.686
H 3.86668 -0.98112 -0.28153 -1.256 0.287 0.998
H 0.58609 1.18797 1.63029 0.656 -0.977 -0.080
H 0.78109 -0.48158 2.12354 -0.407 -0.944 0.922
H 3.14276 0.37205 1.65632 -1.501 0.221 -0.108
H 2.37501 1.04006 0.22217 0.684 -0.530 -0.451
H -4.29644 -0.94095 -0.51884 0.443 -0.468 0.346
H -3.49189 0.25765 0.65831 -0.037 -0.050 0.417
H -1.63801 1.93857 0.64761 -0.003 -0.532 -0.900
H -1.87861 3.68808 -0.89368 -0.932 0.852 1.405
H -1.05312 3.00175 -2.01679 0.778 -0.746 -0.900
```
Forces are in eV/Å.

## Properties
* HOMO: -0.324 Ha
* HOMO-LUMO gap: 9.67 eV

Mulliken population analysis, charges in e, atoms 1 to 4: number 1, C, carries -0.564; number 2, C, carries -0.480; number 3, C, carries 1.268; number 4, C, carries -0.477

Asked for energy above the lowest of the compared OMol25 structures with the same formula, charge and spin across the records above, the calculation gives 513.1; 207.3; 543.8 kJ/mol in order.